1.
{"formula": "CH4NO2Si", "method": "ωB97M-V with the def2-TZVPD basis set", "charge": -1, "fmax_ev_per_a": 2.61, "de_lowest_kj_mol": 106.5, "species": ["C", "N", "O", "O", "Si", "H", "H", "H", "H"], "positions_angstrom": [[-0.522, -1.337, -0.945], [1.041, 0.141, -0.466], [-1.559, 0.838, -0.359], [-0.868, -1.900, -0.011], [-0.295, 0.857, 0.484], [1.284, -0.761, -0.074], [1.063, 0.163, -1.475], [0.324, 2.047, 1.015], [-0.467, -0.047, 1.832]], "lowdin_charge": [-0.146, -0.180, -0.506, -0.055, 0.047, -0.017, 0.009, -0.106, -0.044]}



2.
{"formula": "C4H12N3", "method": "ωB97M-V with the def2-TZVPD basis set", "charge": 1, "fmax_ev_per_a": 2.87, "de_lowest_kj_mol": 303.5, "species": ["C", "C", "N", "H", "H", "H", "H", "H", "H", "C", "N", "C", "N", "H", "H", "H", "H", "H", "H"], "positions_angstrom": [[-0.191, 0.137, -2.580], [-0.354, 1.735, -0.672], [0.284, 1.140, -1.612], [0.436, -0.788, -2.517], [-0.191, 0.559, -3.609], [-1.262, -0.061, -2.518], [-1.313, 1.438, -0.332], [0.150, 2.592, -0.177], [1.318, 1.196, -1.621], [1.258, -0.519, 2.324], [-1.479, -0.725, 1.103], [-0.275, -1.026, 0.491], [0.933, -0.762, 0.908], [1.456, 0.593, 2.427], [2.146, -1.129, 2.620], [0.400, -0.728, 3.007], [-1.396, -0.396, 2.082], [-2.179, -1.431, 1.005], [-0.366, -1.383, -0.537]], "lowdin_charge": [-0.029, 0.164, 0.000, 0.121, 0.118, 0.104, 0.095, 0.143, 0.189, -0.134, 0.087, -0.332, -0.051, 0.087, 0.090, 0.066, 0.101, 0.091, 0.090]}



3.
{"formula": "C2H3N2OP", "method": "ωB97M-V with the def2-TZVPD basis set", "charge": 0, "fmax_ev_per_a": 5.01, "de_lowest_kj_mol": 419.5, "species": ["C", "C", "N", "N", "O", "P", "H", "H", "H"], "positions_angstrom": [[0.750, -0.773, -0.507], [-2.193, -0.644, -0.644], [0.934, -0.637, 0.663], [0.772, -0.561, 1.842], [-2.246, -1.078, -1.729], [-2.398, -0.189, 0.919], [1.065, -0.673, -1.502], [0.438, -1.353, 2.328], [-1.406, -0.988, 1.349]], "lowdin_charge": [0.106, -0.679, -0.235, 0.029, 0.065, 0.804, 0.058, 0.054, -0.202]}



4.
{"formula": "C32H47Cl3LaN3O3SSi", "method": "ωB97M-V with the def2-TZVPD basis set", "charge": 0, "fmax_ev_per_a": 1.98, "de_lowest_kj_mol": 0.0, "species": ["C", "C", "H", "H", "H", "C", "C", "H", "H", "H", "H", "La", "Cl", "Cl", "H", "H", "C", "C", "N", "H", "C", "O", "H", "H", "H", "H", "H", "H", "C", "C", "N", "H", "C", "O", "H", "H", "H", "H", "O", "C", "C", "C", "H", "C", "H", "C", "H", "C", "C", "H", "H", "H", "Si", "Cl", "C", "C", "C", "H", "H", "H", "H", "H", "H", "H", "H", "H", "N", "S", "C", "C", "C", "C", "C", "C", "C", "C", "C", "C", "C", "C", "H", "H", "H", "H", "H", "H", "H", "H", "H", "H", "H"], "positions_angstrom": [[-2.071, -2.532, -5.761], [-1.514, -2.889, -4.409], [-2.516, -3.427, -6.225], [-1.282, -2.168, -6.441], [-2.861, -1.770, -5.687], [-0.753, -3.985, -4.234], [-0.309, -4.901, -5.318], [-0.445, -4.309, -3.247], [0.388, -4.396, -6.001], [-1.145, -5.350, -5.878], [0.260, -5.715, -4.852], [1.445, 1.352, 1.012], [-1.259, 1.853, 0.752], [3.258, 2.362, -0.658], [1.844, 6.167, 3.658], [-1.252, 6.570, 3.486], [1.555, 6.472, 2.642], [-0.918, 6.640, 2.438], [0.298, 5.863, 2.211], [2.365, 6.229, 1.947], [0.237, 4.578, 1.849], [1.210, 3.785, 1.915], [-1.704, 6.235, 1.797], [-0.750, 4.254, 1.469], [1.405, 7.555, 2.645], [-0.739, 7.694, 2.193], [2.294, -0.943, -2.511], [2.453, -3.768, -2.011], [3.303, -0.981, -2.062], [3.447, -3.444, -1.664], [3.435, -2.081, -1.110], [3.489, -0.025, -1.563], [3.537, -1.860, 0.221], [3.607, -0.752, 0.785], [3.793, -4.160, -0.903], [3.501, -2.795, 0.820], [4.027, -1.142, -2.872], [4.116, -3.488, -2.534], [-1.122, -0.677, -3.512], [-1.833, -1.906, -3.285], [-0.266, -2.840, -1.544], [-1.556, -2.463, -1.889], [0.558, -2.483, -2.166], [0.000, -3.683, -0.444], [-2.909, -1.699, -3.365], [-2.582, -2.709, -0.970], [1.019, -4.016, -0.246], [-1.057, -4.040, 0.392], [-2.334, -3.529, 0.141], [-3.559, -2.272, -1.188], [-0.861, -4.716, 1.234], [-3.156, -3.788, 0.822], [-1.310, 0.833, -4.038], [0.667, -0.892, 0.223], [0.302, 1.743, -3.902], [-2.575, 1.674, -2.937], [-1.882, 0.977, -5.826], [0.682, 1.743, -2.870], [0.131, 2.785, -4.212], [1.053, 1.304, -4.567], [-1.382, 0.249, -6.484], [-1.724, 1.962, -6.287], [-2.961, 0.749, -5.873], [-3.016, 0.952, -2.231], [-3.373, 2.104, -3.567], [-2.155, 2.489, -2.337], [1.225, -0.132, 3.009], [-0.298, -0.225, 3.570], [-0.274, -1.635, 4.671], [-0.199, -1.486, 6.059], [0.101, -2.601, 6.853], [0.274, -3.860, 6.265], [0.122, -4.015, 4.879], [-0.184, -2.906, 4.084], [-0.213, 1.276, 4.527], [-1.340, 2.084, 4.745], [-1.162, 3.327, 5.358], [0.118, 3.765, 5.713], [1.230, 2.962, 5.463], [1.059, 1.705, 4.890], [1.622, -1.055, 2.790], [-0.361, -0.503, 6.495], [0.208, -2.481, 7.932], [0.541, -4.725, 6.882], [0.240, -4.995, 4.411], [-0.351, -3.003, 3.010], [-2.321, 1.740, 4.418], [-2.022, 3.961, 5.568], [0.260, 4.736, 6.186], [2.241, 3.287, 5.707], [1.908, 1.056, 4.673]], "lowdin_charge": [-0.048, -0.215, 0.082, 0.089, 0.074, -0.110, -0.101, 0.089, 0.083, 0.080, 0.069, 1.161, -0.228, -0.283, 0.092, 0.092, -0.028, -0.040, -0.175, 0.100, -0.324, -0.210, 0.093, 0.069, 0.084, 0.089, 0.081, 0.069, -0.060, -0.051, -0.177, -0.003, -0.375, -0.150, 0.089, 0.138, 0.092, 0.089, -0.150, -0.251, -0.194, -0.184, 0.092, -0.154, 0.142, -0.018, 0.087, -0.123, -0.085, 0.114, 0.096, 0.101, 0.354, 0.112, -0.157, -0.158, -0.172, 0.018, 0.040, 0.034, 0.019, 0.033, 0.029, 0.028, 0.025, 0.013, -0.550, 0.997, -0.373, -0.068, -0.070, -0.076, -0.067, -0.078, -0.417, -0.064, -0.075, -0.080, -0.065, -0.103, -0.003, 0.106, 0.108, 0.108, 0.109, 0.096, 0.118, 0.107, 0.106, 0.112, 0.104]}



5.
{"formula": "C3H10N3O", "method": "ωB97M-V with the def2-TZVPD basis set", "charge": 1, "fmax_ev_per_a": 4.29, "de_lowest_kj_mol": 699.2, "species": ["C", "C", "C", "N", "N", "N", "O", "H", "H", "H", "H", "H", "H", "H", "H", "H", "H"], "positions_angstrom": [[1.176, -0.549, 0.157], [-0.885, 0.165, -0.905], [-1.712, -0.820, -0.194], [0.099, 0.769, 1.027], [0.762, 1.726, 1.667], [0.544, -0.485, -1.138], [-0.477, 1.241, -0.193], [2.258, -0.261, 0.138], [0.903, -1.409, 0.861], [-1.163, 0.286, -2.007], [-2.680, -0.330, 0.107], [-1.295, -0.969, 0.800], [-1.841, -1.684, -0.770], [1.356, 2.346, 1.168], [1.381, 1.126, 2.398], [1.247, 0.212, -1.500], [0.327, -1.364, -1.615]], "lowdin_charge": [-0.029, -0.336, -0.011, -0.111, 0.040, 0.059, -0.046, 0.125, 0.136, 0.198, 0.142, 0.084, 0.084, 0.085, 0.195, 0.202, 0.184]}



6.
{"formula": "C8H7NOS", "method": "ωB97M-V with the def2-TZVPD basis set", "charge": 0, "fmax_ev_per_a": 5.19, "smiles": "C[C@@]12SC=C(C#N)C=C1[C@@H]2O", "de_lowest_kj_mol": 374.3, "species": ["C", "C", "S", "C", "C", "C", "N", "C", "C", "C", "O", "H", "H", "H", "H", "H", "H", "H"], "positions_angstrom": [[1.242, -1.416, -1.032], [1.089, -0.079, -0.396], [0.189, 1.122, -1.485], [-1.504, 0.662, -1.187], [-1.836, 0.245, 0.065], [-3.123, -0.248, 0.277], [-4.108, -0.789, 0.506], [-0.874, 0.286, 1.209], [0.368, 0.063, 0.986], [1.847, 0.444, 0.797], [2.239, 1.741, 0.882], [1.874, -1.415, -1.961], [0.244, -1.722, -1.320], [1.679, -2.171, -0.430], [-2.146, 0.860, -2.030], [-1.347, 0.310, 2.273], [2.435, -0.204, 1.371], [1.731, 2.313, 1.475]], "lowdin_charge": [-0.081, -0.566, 0.996, -0.300, -0.313, -0.228, 0.162, -0.047, -0.097, -0.289, 0.019, 0.101, 0.076, 0.072, 0.080, 0.156, 0.134, 0.123]}